An isolated molecule of C17H23ClN2O5S, computed with ωB97M-V/def2-TZVPD.

```
49
Properties=species:S:1:pos:R:3:nbo_charge:R:1
C 1.136 0.124 5.671 -0.261
O -0.052 -0.372 5.064 -0.502
C -0.006 -0.546 3.750 0.807
O 0.975 -0.354 3.077 -0.616
C -1.325 -1.075 3.176 -0.140
C -2.543 -0.579 3.951 -0.613
N -1.375 -0.700 1.777 -0.627
C -1.207 0.583 1.415 0.694
O -1.241 1.526 2.179 -0.637
C -0.923 0.767 -0.083 -0.148
C -1.253 2.184 -0.578 -0.407
C -1.776 1.963 -1.994 -0.417
C -2.492 0.621 -1.857 -0.225
N -1.684 -0.147 -0.925 -0.675
S -0.870 -1.484 -1.500 2.332
O -0.765 -2.395 -0.387 -0.959
O -1.573 -1.954 -2.656 -0.935
C 0.761 -0.913 -2.014 -0.369
C 0.757 -0.346 -3.277 -0.123
C 1.898 0.206 -3.836 -0.071
C 1.895 0.814 -5.201 -0.629
C 3.057 0.164 -3.059 0.005
Cl 4.519 0.841 -3.678 0.018
C 3.071 -0.417 -1.804 -0.233
C 1.920 -0.975 -1.247 0.042
C 1.994 -1.603 0.105 -0.668
H 1.966 -0.564 5.497 0.192
H 1.391 1.099 5.252 0.199
H 0.922 0.207 6.733 0.196
H -1.276 -2.169 3.221 0.230
H -2.581 0.506 3.911 0.239
H -2.482 -0.897 4.987 0.220
H -3.446 -0.983 3.501 0.213
H -1.241 -1.422 1.075 0.441
H 0.149 0.563 -0.203 0.229
H -2.026 2.609 0.063 0.229
H -0.382 2.834 -0.539 0.229
H -0.946 1.882 -2.698 0.202
H -2.443 2.756 -2.325 0.223
H -3.485 0.760 -1.415 0.199
H -2.595 0.059 -2.783 0.239
H -0.166 -0.367 -3.836 0.231
H 0.910 0.736 -5.653 0.220
H 2.619 0.310 -5.839 0.231
H 2.181 1.864 -5.147 0.229
H 3.992 -0.440 -1.243 0.231
H 1.299 -2.433 0.181 0.255
H 1.738 -0.889 0.890 0.259
H 3.005 -1.954 0.298 0.220
```

Its SMILES is COC(=O)[C@@H](C)NC(=O)[C@@H]1CCCN1S(=O)(=O)c1cc(C)c(Cl)cc1C. The LUMO energy comes out at 0.3856 eV. The calculation puts the total energy at -54578.619 eV. The gap between HOMO and LUMO is 0.356 hartree. The value obtained for the energy relative to the best compared isomer or geometry (same formula, charge and spin) is 14.9 kJ/mol.


A structure of composition C17H23CoF9NOP, computed with ωB97M-V/def2-TZVPD.

```
53
Properties=species:S:1:pos:R:3:nbo_charge:R:1
C -1.657 2.545 -3.901 -0.229
C -0.623 2.822 -3.002 -0.174
C -0.193 1.858 -2.065 -0.054
C -0.849 0.629 -2.099 -0.461
C -1.994 0.398 -2.856 -0.081
C -2.364 1.336 -3.823 -0.219
C 0.977 2.113 -1.172 -0.427
C 0.778 3.099 0.006 -0.195
N -0.463 3.030 0.759 -0.474
Co 0.042 -1.188 -1.879 0.988
C -2.745 -0.862 -2.526 -0.737
P -1.829 -1.479 -1.006 0.976
H -0.099 3.774 -3.040 0.197
H -3.193 1.125 -4.500 0.208
H -1.926 3.278 -4.661 0.212
H -2.674 -1.662 -3.284 0.224
H -3.805 -0.707 -2.281 0.223
H 1.377 1.163 -0.782 0.211
H 1.771 2.565 -1.788 0.209
H 1.591 2.896 0.727 0.204
C -2.437 -3.120 -0.710 -1.006
C -2.475 -0.468 0.326 -0.971
H 0.894 4.121 -0.396 0.168
C -1.545 3.902 0.367 -0.406
C -0.294 2.875 2.187 -0.403
H 0.223 -1.406 -0.340 -0.427
H -1.643 4.784 1.027 0.169
H -1.409 4.250 -0.663 0.207
H -2.500 3.359 0.438 0.189
H 0.140 3.776 2.668 0.159
H -1.256 2.666 2.674 0.197
H 0.405 2.044 2.368 0.210
H -3.570 -0.505 0.285 0.235
H -2.087 -0.917 1.252 0.252
H -2.125 0.576 0.251 0.282
H -2.965 -3.455 -1.611 0.247
H -1.575 -3.764 -0.504 0.251
H -3.103 -3.086 0.161 0.239
H 0.755 -1.384 0.586 0.433
F 2.527 -0.584 3.649 -0.302
C 2.492 -1.901 3.341 0.976
F 3.684 -2.469 3.679 -0.314
F 1.520 -2.466 4.098 -0.311
C 2.176 -2.072 1.829 0.002
O 1.121 -1.187 1.550 -0.726
C 3.461 -1.701 1.011 0.964
F 4.401 -2.680 1.084 -0.314
F 3.167 -1.511 -0.298 -0.318
F 4.011 -0.545 1.458 -0.309
C 1.796 -3.557 1.527 0.966
F 2.671 -4.419 2.099 -0.306
F 0.548 -3.832 1.990 -0.310
F 1.773 -3.784 0.180 -0.323
```

The LUMO energy (alpha / beta) comes out at -0.7599 / -0.9839 eV. The calculation puts the total energy at -92908.981 eV. Its spin multiplicity is 4. The expectation value of S² is 3.766. The gap between HOMO and LUMO (alpha / beta) is 0.222 / 0.255 hartree. The value obtained for the energy relative to the best compared isomer or geometry (same formula, charge and spin) is 118.2 kJ/mol.


A structure of composition C17H23F2N3OS, computed with ωB97M-V/def2-TZVPD.

```
47
Properties=species:S:1:pos:R:3:nbo_charge:R:1
C 0.212 -0.680 6.777 -0.606
H -0.293 -1.089 7.516 0.209
H 0.533 0.432 6.966 0.190
H 1.144 -1.090 6.567 0.211
C -0.783 -0.368 5.682 -0.117
N -0.239 0.280 4.669 -0.492
C 0.953 -0.214 4.109 -0.191
H 1.331 0.689 3.157 0.188
C 1.270 -1.463 3.526 -0.264
N 2.251 -1.686 2.550 -0.559
C 2.405 -1.308 1.283 0.144
N 1.310 -0.717 0.820 -0.523
C 1.228 -0.273 -0.499 0.196
C 2.680 -0.680 -1.084 -0.237
S 3.666 -1.149 0.275 0.472
C 3.168 -0.439 -2.288 -0.668
H 3.084 -1.204 -2.953 0.224
H 2.557 0.372 -2.814 0.243
H 4.309 0.105 -2.369 0.204
C 0.239 -0.011 -1.311 -0.090
C 0.038 -0.130 -2.590 -0.231
C -1.008 0.135 -3.272 -0.207
C -1.853 1.116 -2.722 0.232
C -1.721 1.335 -1.318 -0.173
C -0.423 1.163 -0.714 -0.177
H -0.491 1.253 0.285 0.212
H -2.578 2.256 -0.792 0.213
O -2.916 1.805 -3.363 -0.472
C -3.396 1.489 -4.466 0.811
F -3.674 0.246 -4.855 -0.308
F -2.255 1.980 -5.454 -0.485
H -4.222 2.300 -4.751 0.157
H -1.214 0.032 -4.407 0.251
H 0.543 -0.855 -3.074 0.212
H 3.179 -1.757 3.021 0.365
H 1.488 -2.311 4.189 0.204
H 0.345 -1.641 2.926 0.217
H 1.815 -0.155 4.691 0.185
C -1.129 0.799 3.676 -0.190
C -1.694 -0.309 2.748 -0.633
H -2.775 0.223 2.117 0.185
H -1.063 -0.783 2.046 0.230
H -2.240 -1.048 3.341 0.217
H -2.065 1.285 4.397 0.183
H -0.584 1.666 3.184 0.210
H -1.742 -0.097 5.827 0.212
H -0.989 -1.585 5.228 0.045
```

The LUMO energy comes out at -0.0691 eV. The calculation puts the total energy at -40776.146 eV. The gap between HOMO and LUMO is 0.260 hartree. The value obtained for the energy relative to the best compared isomer or geometry (same formula, charge and spin) is 1405.7 kJ/mol.


A structure of composition C17H23I2NPPt, computed with ωB97M-V/def2-TZVPD.

```
45
Properties=species:S:1:pos:R:3:nbo_charge:R:1
Pt 1.159 -0.067 0.884 0.642
C -1.357 0.051 2.752 -0.429
N -0.072 -0.661 2.718 -0.377
C 0.647 -0.437 3.985 -0.429
C -0.310 -2.108 2.489 -0.260
C -0.593 -2.366 1.037 -0.151
C -1.394 -3.417 0.611 -0.183
C -1.528 -3.685 -0.744 -0.208
C -0.851 -2.911 -1.674 -0.183
C -0.059 -1.846 -1.257 -0.319
C 0.056 -1.566 0.095 -0.086
H -1.911 -0.230 3.652 0.213
H -1.942 -0.227 1.880 0.221
H -1.183 1.126 2.768 0.210
H 0.061 -0.847 4.813 0.206
H 0.787 0.631 4.137 0.225
H 1.618 -0.924 3.949 0.231
H -1.119 -2.450 3.141 0.216
H 0.603 -2.632 2.781 0.234
H -1.906 -4.035 1.339 0.223
H -2.151 -4.506 -1.072 0.230
H -0.937 -3.135 -2.729 0.227
H 0.472 -1.249 -1.989 0.228
I 3.311 -1.608 1.471 -0.087
I 3.106 1.537 1.942 -0.167
C -0.085 3.118 0.433 -0.962
P -0.129 1.444 -0.252 1.135
C -1.890 1.118 -0.497 -0.978
C 0.605 1.564 -1.894 -0.330
C -0.110 1.267 -3.052 -0.228
C 0.509 1.359 -4.290 -0.187
C 1.839 1.745 -4.377 -0.172
C 2.558 2.037 -3.225 -0.196
C 1.947 1.943 -1.987 -0.211
H 0.943 3.475 0.480 0.265
H -0.500 3.119 1.441 0.250
H -0.670 3.783 -0.203 0.257
H -2.272 1.814 -1.245 0.260
H -2.427 1.295 0.432 0.256
H -2.058 0.093 -0.825 0.273
H -1.144 0.950 -3.004 0.222
H -0.050 1.128 -5.186 0.231
H 2.317 1.816 -5.345 0.233
H 3.595 2.334 -3.292 0.233
H 2.517 2.162 -1.091 0.225
```

The LUMO energy (alpha / beta) comes out at -3.2340 / -5.7056 eV. As for the net charge: +1. The calculation puts the total energy at -48224.825 eV. Its spin multiplicity is 3. The expectation value of S² is 2.010. The gap between HOMO and LUMO (alpha / beta) is 0.310 / 0.226 hartree. The value obtained for the energy relative to the best compared isomer or geometry (same formula, charge and spin) is 0.0 kJ/mol.


A cluster of 2 separate species, C17H23N2 in total, computed with ωB97M-V/def2-TZVPD.

```
42
Properties=species:S:1:pos:R:3:nbo_charge:R:1
C 4.856 1.082 -2.993 -0.656
C 4.126 1.049 -1.700 0.133
C 4.295 -0.023 -0.834 -0.240
C 3.636 -0.073 0.368 -0.087
C 2.772 0.969 0.775 -0.112
C 2.114 0.825 2.026 0.108
C 1.161 1.623 2.714 -0.112
C 0.781 1.220 4.017 -0.095
C -0.086 1.972 4.771 -0.230
C -0.607 3.153 4.274 -0.082
C -0.286 3.556 2.991 -0.219
C 0.557 2.799 2.213 -0.112
C 2.655 2.074 -0.096 -0.098
C 3.301 2.096 -1.308 -0.231
H 4.579 1.969 -3.567 0.232
H 5.933 1.104 -2.817 0.252
H 4.624 0.198 -3.590 0.250
H 4.963 -0.817 -1.120 0.237
H 3.782 -0.919 1.018 0.227
H 2.406 -0.060 2.566 0.217
H 1.185 0.306 4.420 0.226
H -0.363 1.644 5.759 0.241
H -1.269 3.748 4.882 0.239
H -0.701 4.473 2.604 0.240
H 0.696 3.084 1.191 0.212
H 2.105 2.942 0.199 0.215
H 3.180 2.935 -1.974 0.235
C 0.654 -2.768 0.615 -0.421
N -0.739 -2.466 0.940 -0.301
C -0.926 -2.099 2.341 -0.404
N -1.433 -1.525 0.022 -0.489
C -2.478 -2.143 -0.766 -0.408
H 1.031 -3.548 1.273 0.214
H 0.733 -3.115 -0.414 0.212
H 1.268 -1.879 0.737 0.131
H -0.526 -2.874 2.992 0.201
H -0.420 -1.159 2.549 0.138
H -1.989 -1.981 2.546 0.219
H -0.732 -1.066 -0.566 0.334
H -2.960 -1.419 -1.423 0.205
H -2.078 -2.958 -1.369 0.173
H -3.236 -2.552 -0.099 0.204
```

The LUMO energy comes out at -5.8211 eV. As for the net charge: +1. The calculation puts the total energy at -20973.682 eV. The gap between HOMO and LUMO is 0.171 hartree. The value obtained for the energy relative to the best compared isomer or geometry (same formula, charge and spin) is 59.8 kJ/mol.


Question: Which formula does entry 1 have?
Answer: C17H23ClN2O5S


What did the third record say?
A structure of composition C17H23F2N3OS, computed with ωB97M-V/def2-TZVPD.

```
47
Properties=species:S:1:pos:R:3:nbo_charge:R:1
C 0.212 -0.680 6.777 -0.606
H -0.293 -1.089 7.516 0.209
H 0.533 0.432 6.966 0.190
H 1.144 -1.090 6.567 0.211
C -0.783 -0.368 5.682 -0.117
N -0.239 0.280 4.669 -0.492
C 0.953 -0.214 4.109 -0.191
H 1.331 0.689 3.157 0.188
C 1.270 -1.463 3.526 -0.264
N 2.251 -1.686 2.550 -0.559
C 2.405 -1.308 1.283 0.144
N 1.310 -0.717 0.820 -0.523
C 1.228 -0.273 -0.499 0.196
C 2.680 -0.680 -1.084 -0.237
S 3.666 -1.149 0.275 0.472
C 3.168 -0.439 -2.288 -0.668
H 3.084 -1.204 -2.953 0.224
H 2.557 0.372 -2.814 0.243
H 4.309 0.105 -2.369 0.204
C 0.239 -0.011 -1.311 -0.090
C 0.038 -0.130 -2.590 -0.231
C -1.008 0.135 -3.272 -0.207
C -1.853 1.116 -2.722 0.232
C -1.721 1.335 -1.318 -0.173
C -0.423 1.163 -0.714 -0.177
H -0.491 1.253 0.285 0.212
H -2.578 2.256 -0.792 0.213
O -2.916 1.805 -3.363 -0.472
C -3.396 1.489 -4.466 0.811
F -3.674 0.246 -4.855 -0.308
F -2.255 1.980 -5.454 -0.485
H -4.222 2.300 -4.751 0.157
H -1.214 0.032 -4.407 0.251
H 0.543 -0.855 -3.074 0.212
H 3.179 -1.757 3.021 0.365
H 1.488 -2.311 4.189 0.204
H 0.345 -1.641 2.926 0.217
H 1.815 -0.155 4.691 0.185
C -1.129 0.799 3.676 -0.190
C -1.694 -0.309 2.748 -0.633
H -2.775 0.223 2.117 0.185
H -1.063 -0.783 2.046 0.230
H -2.240 -1.048 3.341 0.217
H -2.065 1.285 4.397 0.183
H -0.584 1.666 3.184 0.210
H -1.742 -0.097 5.827 0.212
H -0.989 -1.585 5.228 0.045
```

The LUMO energy comes out at -0.0691 eV. The calculation puts the total energy at -40776.146 eV. The gap between HOMO and LUMO is 0.260 hartree. The value obtained for the energy relative to the best compared isomer or geometry (same formula, charge and spin) is 1405.7 kJ/mol.


Copy entry 3 word for word.
A structure of composition C17H23F2N3OS, computed with ωB97M-V/def2-TZVPD.

```
47
Properties=species:S:1:pos:R:3:nbo_charge:R:1
C 0.212 -0.680 6.777 -0.606
H -0.293 -1.089 7.516 0.209
H 0.533 0.432 6.966 0.190
H 1.144 -1.090 6.567 0.211
C -0.783 -0.368 5.682 -0.117
N -0.239 0.280 4.669 -0.492
C 0.953 -0.214 4.109 -0.191
H 1.331 0.689 3.157 0.188
C 1.270 -1.463 3.526 -0.264
N 2.251 -1.686 2.550 -0.559
C 2.405 -1.308 1.283 0.144
N 1.310 -0.717 0.820 -0.523
C 1.228 -0.273 -0.499 0.196
C 2.680 -0.680 -1.084 -0.237
S 3.666 -1.149 0.275 0.472
C 3.168 -0.439 -2.288 -0.668
H 3.084 -1.204 -2.953 0.224
H 2.557 0.372 -2.814 0.243
H 4.309 0.105 -2.369 0.204
C 0.239 -0.011 -1.311 -0.090
C 0.038 -0.130 -2.590 -0.231
C -1.008 0.135 -3.272 -0.207
C -1.853 1.116 -2.722 0.232
C -1.721 1.335 -1.318 -0.173
C -0.423 1.163 -0.714 -0.177
H -0.491 1.253 0.285 0.212
H -2.578 2.256 -0.792 0.213
O -2.916 1.805 -3.363 -0.472
C -3.396 1.489 -4.466 0.811
F -3.674 0.246 -4.855 -0.308
F -2.255 1.980 -5.454 -0.485
H -4.222 2.300 -4.751 0.157
H -1.214 0.032 -4.407 0.251
H 0.543 -0.855 -3.074 0.212
H 3.179 -1.757 3.021 0.365
H 1.488 -2.311 4.189 0.204
H 0.345 -1.641 2.926 0.217
H 1.815 -0.155 4.691 0.185
C -1.129 0.799 3.676 -0.190
C -1.694 -0.309 2.748 -0.633
H -2.775 0.223 2.117 0.185
H -1.063 -0.783 2.046 0.230
H -2.240 -1.048 3.341 0.217
H -2.065 1.285 4.397 0.183
H -0.584 1.666 3.184 0.210
H -1.742 -0.097 5.827 0.212
H -0.989 -1.585 5.228 0.045
```

The LUMO energy comes out at -0.0691 eV. The calculation puts the total energy at -40776.146 eV. The gap between HOMO and LUMO is 0.260 hartree. The value obtained for the energy relative to the best compared isomer or geometry (same formula, charge and spin) is 1405.7 kJ/mol.